{
  "formula": "C45H60BrClCsNO5P2",
  "method": "ωB97M-V with the def2-TZVPD basis set",
  "gap_ev": 4.5,
  "total_charge": -2,
  "e_above_lowest_ev": 0.000,
  "energy_ev": -161057.39753,
  "homo_ev": -1.466,
  "lumo_ev": 3.0,
  "elements": ["Cs", "C", "C", "C", "P", "C", "C", "C", "C", "C", "C", "C", "C", "C", "N", "C", "C", "C", "C", "C", "C", "P", "C", "C", "C", "C", "C", "C", "H", "H", "H", "H", "H", "H", "H", "H", "H", "H", "H", "H", "H", "H", "H", "H", "H", "H", "H", "H", "H", "H", "H", "H", "H", "H", "H", "H", "H", "H", "H", "H", "H", "H", "H", "H", "Cl", "C", "C", "C", "C", "O", "C", "C", "O", "C", "H", "H", "H", "H", "C", "C", "C", "C", "C", "C", "C", "Br", "C", "O", "C", "C", "C", "C", "C", "C", "H", "H", "H", "H", "H", "H", "H", "H", "H", "H", "H", "H", "H", "H", "H", "H", "H", "H", "H", "H", "O", "O"],
  "positions_angstrom": [[0.834, 0.940, -1.523], [-0.725, -1.167, 4.104], [-1.411, 0.018, 3.427], [-2.575, 0.550, 4.259], [-1.694, -0.289, 1.601], [-2.828, -1.773, 1.488], [-4.019, -1.879, 2.439], [-2.005, -3.065, 1.517], [-2.805, 1.091, 1.150], [-4.080, 0.945, 0.610], [-4.838, 2.037, 0.209], [-4.299, 3.313, 0.353], [-3.035, 3.487, 0.880], [-2.241, 2.391, 1.280], [-0.947, 2.505, 1.701], [-0.552, 3.493, 2.521], [-1.436, 4.189, 3.402], [-0.984, 5.114, 4.315], [0.373, 5.428, 4.417], [1.252, 4.775, 3.564], [0.838, 3.833, 2.626], [1.974, 3.075, 1.412], [3.236, 4.411, 1.142], [2.561, 5.563, 0.396], [4.389, 3.849, 0.309], [2.929, 1.816, 2.411], [1.957, 0.737, 2.884], [3.743, 2.347, 3.585], [-0.298, -0.852, 5.062], [0.085, -1.569, 3.490], [-1.428, -1.978, 4.312], [-0.685, 0.826, 3.360], [-3.330, -0.213, 4.455], [-3.062, 1.390, 3.762], [-2.203, 0.908, 5.226], [-3.222, -1.673, 0.471], [-3.684, -2.112, 3.451], [-4.687, -2.690, 2.124], [-4.600, -0.956, 2.481], [-1.621, -3.266, 2.517], [-1.141, -3.018, 0.850], [-2.630, -3.921, 1.231], [-4.506, -0.046, 0.498], [-5.825, 1.894, -0.216], [-4.866, 4.181, 0.032], [-2.609, 4.481, 0.956], [-2.493, 3.958, 3.354], [-1.702, 5.601, 4.970], [0.729, 6.161, 5.130], [2.305, 5.029, 3.620], [3.638, 4.789, 2.088], [2.144, 5.208, -0.550], [3.285, 6.354, 0.172], [1.747, 5.995, 0.980], [4.016, 3.422, -0.627], [4.937, 3.068, 0.841], [5.099, 4.643, 0.057], [3.607, 1.361, 1.680], [1.288, 1.153, 3.643], [2.501, -0.100, 3.332], [1.342, 0.343, 2.072], [3.087, 2.820, 4.321], [4.493, 3.080, 3.277], [4.266, 1.525, 4.086], [0.222, 7.767, -6.394], [0.047, 6.359, -5.349], [-1.243, 5.871, -5.059], [-1.404, 4.782, -4.255], [-0.285, 4.068, -3.665], [-0.465, 3.063, -2.947], [1.016, 4.616, -3.986], [2.250, 4.050, -3.490], [2.405, 3.075, -2.774], [1.142, 5.743, -4.818], [-2.105, 6.374, -5.482], [-2.392, 4.403, -4.023], [3.152, 4.609, -3.833], [2.136, 6.121, -5.037], [1.572, -7.912, -2.269], [2.020, -6.776, -1.344], [1.263, -6.873, -0.008], [3.515, -6.935, -1.068], [1.698, -5.415, -1.943], [2.610, -4.445, -2.077], [2.216, -3.108, -2.475], [1.748, -2.470, 0.148], [0.763, -2.756, -2.641], [0.394, -1.627, -2.873], [-0.177, -3.915, -2.596], [0.306, -5.121, -2.261], [-1.636, -3.681, -2.976], [-2.438, -4.983, -2.933], [-2.313, -2.693, -2.017], [-1.699, -3.141, -4.417], [1.796, -8.875, -1.801], [2.098, -7.868, -3.226], [0.501, -7.889, -2.472], [1.496, -7.816, 0.493], [0.183, -6.829, -0.164], [1.533, -6.038, 0.641], [3.706, -7.939, -0.680], [3.863, -6.216, -0.326], [4.106, -6.803, -1.977], [3.659, -4.576, -1.855], [-0.385, -5.951, -2.198], [-2.448, -5.418, -1.931], [-2.052, -5.726, -3.635], [-3.472, -4.765, -3.210], [-2.380, -3.123, -1.018], [-3.328, -2.487, -2.370], [-1.773, -1.752, -1.950], [-1.228, -3.842, -5.112], [-1.203, -2.178, -4.502], [-2.745, -3.017, -4.713], [2.984, -1.090, -3.249], [3.184, -2.387, -2.872]],
  "forces_ev_per_angstrom": [[-0.02, 0.00, 0.40], [0.00, -0.02, -0.03], [-0.05, 0.03, 0.00], [-0.01, 0.01, -0.01], [0.06, 0.05, 0.03], [0.01, 0.00, 0.02], [0.00, 0.01, 0.03], [-0.03, -0.01, 0.01], [0.02, 0.00, -0.02], [0.00, -0.04, 0.01], [0.01, 0.03, 0.00], [-0.02, -0.02, 0.01], [-0.01, 0.00, -0.06], [0.01, 0.01, 0.03], [-0.01, -0.08, -0.01], [-0.01, 0.02, 0.05], [0.00, 0.01, 0.01], [0.02, 0.00, 0.02], [-0.04, -0.01, -0.01], [0.03, -0.01, -0.03], [-0.01, 0.01, 0.00], [-0.08, -0.10, -0.15], [0.04, 0.01, -0.02], [-0.01, 0.01, 0.00], [0.01, -0.01, 0.00], [-0.03, 0.01, 0.00], [0.03, 0.02, 0.04], [0.01, 0.00, 0.01], [0.00, 0.00, -0.01], [-0.01, 0.01, 0.00], [-0.02, -0.01, 0.00], [-0.04, -0.01, 0.00], [0.00, -0.01, 0.01], [0.00, 0.00, 0.00], [0.00, 0.00, -0.01], [0.01, 0.00, -0.05], [0.01, -0.01, 0.01], [0.00, 0.00, 0.00], [0.02, -0.03, 0.03], [0.01, 0.00, 0.05], [0.01, 0.02, 0.00], [0.01, 0.00, 0.00], [0.01, 0.05, -0.03], [0.00, 0.00, 0.00], [0.00, 0.00, 0.00], [-0.01, -0.02, -0.02], [0.03, 0.01, 0.03], [0.00, 0.00, 0.00], [0.00, 0.00, 0.00], [0.00, 0.00, 0.01], [0.01, 0.00, 0.01], [0.00, 0.00, 0.01], [0.00, 0.00, 0.01], [0.01, 0.00, 0.00], [-0.01, 0.01, 0.01], [0.00, 0.01, 0.00], [-0.01, 0.00, 0.00], [0.01, -0.01, 0.01], [0.05, 0.00, -0.02], [0.00, 0.00, -0.01], [0.02, 0.01, 0.00], [0.00, 0.00, -0.01], [0.00, 0.00, 0.00], [0.00, 0.01, 0.00], [-0.01, -0.03, 0.02], [-0.03, 0.01, -0.01], [0.00, 0.03, -0.01], [0.02, -0.01, 0.02], [-0.03, -0.05, 0.02], [-0.10, 0.10, -0.16], [0.05, 0.01, 0.00], [-0.02, 0.01, -0.03], [0.16, 0.15, -0.05], [0.03, 0.01, 0.00], [0.00, 0.00, 0.00], [0.01, 0.00, 0.00], [0.00, 0.00, 0.02], [-0.01, 0.00, 0.00], [0.05, -0.06, -0.05], [-0.03, 0.04, 0.06], [-0.03, 0.02, -0.05], [-0.01, -0.01, 0.02], [0.03, 0.02, 0.01], [-0.04, 0.04, -0.03], [-0.12, -0.14, 0.08], [0.01, -0.04, 0.08], [0.05, 0.01, 0.05], [-0.22, -0.13, -0.33], [0.06, 0.08, 0.02], [0.04, -0.12, 0.04], [0.05, 0.05, -0.07], [-0.04, -0.02, -0.01], [0.02, -0.02, 0.02], [-0.02, -0.02, 0.03], [-0.01, 0.00, -0.02], [0.00, 0.01, 0.01], [-0.02, 0.04, 0.00], [0.01, 0.00, 0.01], [0.02, -0.02, 0.02], [0.02, -0.01, 0.02], [0.01, 0.01, 0.00], [-0.03, 0.01, -0.01], [-0.01, -0.03, -0.01], [0.00, 0.02, -0.01], [0.01, -0.02, -0.02], [-0.01, 0.01, -0.01], [0.00, 0.00, 0.00], [0.00, -0.01, 0.00], [0.02, 0.00, -0.04], [0.00, 0.02, 0.01], [0.00, 0.01, -0.01], [-0.01, 0.01, 0.01], [0.01, 0.01, 0.01], [0.01, -0.01, 0.00], [0.03, -0.04, 0.05], [0.07, 0.12, -0.05]],
  "mulliken_charge": [1.24, -1.75, 2.04, -1.63, 1.63, 0.89, -2.02, -1.74, 0.70, -0.76, -1.04, -0.69, -0.15, -0.94, -0.14, -0.69, -0.41, -0.84, -0.97, 0.12, 0.39, 1.09, 0.51, -1.64, -1.63, 0.57, -1.61, -1.70, 0.47, 0.35, 0.35, -1.20, 0.30, 0.21, 0.46, 0.36, 0.30, 0.46, 0.40, 0.34, 0.26, 0.47, 0.32, 0.38, 0.32, 0.51, 0.33, 0.34, 0.40, 0.18, 0.26, 0.17, 0.47, 0.30, 0.25, 0.31, 0.47, 0.70, 0.26, 0.50, 0.16, 0.25, 0.36, 0.50, -0.30, 0.15, -0.39, -0.64, -0.16, -0.53, 1.07, -0.26, -0.50, -0.71, 0.36, 0.39, 0.08, 0.30, -1.74, 2.06, -1.60, -2.19, 0.09, -0.06, -0.48, -0.47, 1.02, -0.80, 0.08, -0.37, 2.62, -2.43, -1.88, -1.92, 0.47, 0.35, 0.30, 0.46, 0.33, 0.34, 0.44, 0.41, 0.42, 0.54, 0.27, 0.35, 0.47, 0.46, -0.02, 0.55, 0.50, 0.37, 0.36, 0.48, -0.63, -0.11]
}

***

{
  "formula": "C45H60F3O2S4ScSe",
  "method": "ωB97M-V with the def2-TZVPD basis set",
  "gap_ev": 7.9,
  "total_charge": 0,
  "energy_ev": -189277.86185,
  "homo_ev": -7.798,
  "lumo_ev": 0.1,
  "elements": ["Sc", "C", "C", "S", "C", "C", "S", "C", "C", "S", "C", "C", "S", "H", "H", "H", "H", "H", "H", "H", "H", "H", "H", "H", "H", "H", "H", "H", "H", "C", "C", "C", "C", "C", "C", "C", "Se", "C", "C", "C", "C", "C", "C", "O", "C", "C", "C", "C", "C", "C", "C", "C", "C", "O", "C", "C", "C", "C", "C", "C", "H", "H", "H", "H", "H", "H", "H", "H", "H", "H", "H", "H", "H", "H", "H", "H", "H", "H", "H", "H", "H", "H", "H", "H", "H", "H", "H", "H", "H", "H", "H", "H", "H", "H", "H", "H", "H", "H", "H", "H", "F", "C", "F", "F", "C", "C", "C", "C", "C", "C", "C", "C", "H", "H", "H", "H"],
  "positions_angstrom": [[-0.966, -0.481, -0.088], [-2.773, -2.862, -2.362], [-3.063, -3.746, -1.145], [-1.960, -3.380, 0.238], [-2.592, -4.461, 1.535], [-4.057, -4.275, 1.924], [-4.343, -2.632, 2.622], [-6.075, -2.357, 2.180], [-6.314, -1.980, 0.722], [-5.538, -0.383, 0.405], [-5.747, -0.219, -1.375], [-4.970, -1.216, -2.222], [-3.157, -1.114, -2.136], [-3.316, -3.242, -3.230], [-1.716, -2.875, -2.611], [-2.934, -4.793, -1.430], [-4.092, -3.608, -0.815], [-1.941, -4.292, 2.393], [-2.424, -5.493, 1.212], [-4.317, -5.052, 2.646], [-4.698, -4.426, 1.054], [-6.401, -1.544, 2.829], [-6.672, -3.230, 2.448], [-7.390, -1.937, 0.531], [-5.891, -2.744, 0.069], [-5.449, 0.804, -1.609], [-6.804, -0.299, -1.642], [-5.244, -1.086, -3.271], [-5.255, -2.228, -1.940], [4.905, 0.883, -4.309], [3.987, -0.101, -5.044], [4.833, -1.277, -5.532], [3.381, 0.594, -6.267], [2.871, -0.537, -4.099], [1.983, 0.402, -3.598], [0.985, 0.020, -2.723], [-0.119, 1.397, -1.953], [1.102, 2.113, -0.656], [1.784, 3.279, -0.934], [2.601, 3.852, 0.037], [2.655, 3.219, 1.275], [1.978, 2.037, 1.590], [1.208, 1.460, 0.579], [0.550, 0.305, 0.741], [2.013, 1.444, 2.999], [3.062, 2.123, 3.885], [2.340, -0.055, 2.982], [0.628, 1.651, 3.626], [3.401, 5.110, -0.294], [4.396, 4.783, -1.415], [2.456, 6.219, -0.769], [4.182, 5.631, 0.911], [0.798, -1.313, -2.325], [-0.224, -1.616, -1.508], [1.718, -2.275, -2.775], [2.711, -1.848, -3.660], [1.710, -3.713, -2.237], [2.829, -4.578, -2.830], [0.386, -4.413, -2.542], [1.920, -3.672, -0.719], [5.706, 1.221, -4.969], [4.359, 1.762, -3.968], [5.356, 0.414, -3.435], [5.590, -0.912, -6.226], [5.350, -1.773, -4.712], [4.232, -2.019, -6.057], [4.170, 0.916, -6.947], [2.717, -0.081, -6.809], [2.805, 1.475, -5.986], [2.071, 1.446, -3.873], [1.665, 3.743, -1.904], [3.267, 3.663, 2.039], [4.056, 2.084, 3.440], [2.819, 3.165, 4.096], [3.104, 1.605, 4.843], [3.288, -0.249, 2.479], [2.431, -0.402, 4.012], [1.566, -0.637, 2.486], [0.390, 2.712, 3.700], [-0.145, 1.164, 3.030], [0.604, 1.224, 4.630], [3.881, 4.429, -2.307], [4.971, 5.669, -1.688], [5.092, 4.005, -1.102], [1.926, 5.941, -1.678], [1.713, 6.451, -0.006], [3.021, 7.127, -0.983], [4.901, 4.897, 1.277], [4.740, 6.522, 0.624], [3.522, 5.902, 1.734], [3.411, -2.581, -4.014], [2.734, -4.697, -3.909], [3.819, -4.180, -2.614], [2.772, -5.570, -2.382], [0.145, -4.353, -3.605], [0.459, -5.466, -2.269], [-0.421, -3.974, -1.963], [2.896, -3.251, -0.479], [1.151, -3.075, -0.227], [1.876, -4.683, -0.310], [-5.493, 1.393, 8.186], [-4.591, 2.255, 7.677], [-3.589, 2.312, 8.571], [-5.180, 3.460, 7.682], [-4.116, 1.843, 6.312], [-4.627, 2.441, 5.169], [-4.198, 2.023, 3.921], [-3.254, 1.003, 3.799], [-2.758, 0.400, 4.959], [-3.184, 0.818, 6.204], [-2.795, 0.570, 2.516], [-2.397, 0.198, 1.425], [-5.354, 3.236, 5.253], [-4.588, 2.485, 3.025], [-2.029, -0.393, 4.866], [-2.788, 0.351, 7.095]],
  "forces_ev_per_angstrom": [[-0.74, -0.18, 0.28], [0.03, -0.15, 0.08], [-0.03, 0.03, -0.17], [0.39, 0.20, -0.03], [-0.25, -0.10, -0.05], [0.04, -0.09, -0.01], [0.02, -0.03, 0.05], [-0.06, -0.03, 0.01], [-0.05, -0.06, 0.02], [0.07, 0.10, 0.00], [-0.06, 0.00, -0.07], [-0.12, -0.05, -0.01], [0.03, 0.09, 0.02], [-0.09, 0.05, 0.06], [-0.13, 0.03, -0.01], [0.02, 0.00, 0.02], [-0.03, 0.00, -0.03], [0.02, 0.09, -0.02], [-0.04, 0.07, 0.03], [-0.01, 0.02, 0.03], [-0.03, 0.04, -0.02], [-0.01, 0.04, 0.04], [0.03, -0.02, -0.01], [0.01, 0.03, 0.00], [0.01, -0.05, -0.03], [0.06, 0.03, 0.03], [0.02, 0.00, 0.01], [-0.01, 0.02, 0.00], [0.02, -0.02, 0.00], [0.01, 0.02, 0.01], [0.00, -0.01, 0.02], [0.00, 0.03, 0.00], [-0.01, 0.01, -0.03], [-0.04, -0.12, 0.04], [0.01, 0.00, -0.02], [0.03, 0.04, -0.03], [-0.14, 0.02, -0.09], [0.04, 0.10, -0.09], [0.04, 0.06, 0.15], [-0.03, -0.07, -0.08], [-0.03, -0.11, -0.04], [0.25, 0.21, 0.02], [-0.19, -0.31, -0.17], [0.24, 0.24, 0.10], [0.05, 0.00, -0.02], [-0.07, 0.00, 0.01], [-0.02, -0.09, -0.01], [-0.06, -0.10, -0.01], [-0.02, -0.03, 0.01], [-0.01, 0.00, 0.02], [0.01, 0.02, 0.01], [0.02, 0.01, -0.01], [-0.23, 0.06, 0.26], [0.50, -0.27, -0.50], [0.28, -0.02, -0.14], [-0.09, 0.01, 0.09], [0.06, 0.06, -0.03], [-0.03, 0.10, 0.02], [-0.11, 0.00, 0.02], [-0.06, 0.06, 0.10], [0.05, 0.02, -0.04], [-0.03, 0.04, 0.01], [0.02, -0.04, 0.04], [0.03, 0.02, -0.03], [0.02, -0.02, 0.07], [-0.06, -0.03, -0.04], [0.05, 0.02, -0.05], [-0.03, -0.04, -0.02], [-0.03, 0.03, 0.02], [-0.01, 0.03, 0.02], [0.00, 0.01, -0.05], [0.05, 0.06, 0.13], [0.06, -0.03, -0.02], [-0.03, 0.08, -0.05], [-0.01, -0.02, 0.03], [0.07, 0.02, -0.04], [0.01, -0.06, 0.05], [0.08, 0.05, 0.06], [-0.01, 0.05, 0.00], [-0.02, 0.03, 0.01], [0.00, -0.01, 0.08], [-0.03, -0.01, -0.06], [0.03, 0.06, -0.01], [0.04, -0.04, 0.03], [-0.03, -0.04, -0.05], [-0.04, 0.01, 0.06], [0.04, 0.06, -0.01], [0.04, -0.05, 0.00], [0.02, 0.05, -0.02], [-0.05, 0.01, 0.04], [0.12, -0.15, -0.05], [-0.03, 0.02, -0.08], [0.06, 0.06, 0.02], [-0.01, -0.04, 0.01], [-0.02, 0.00, -0.07], [-0.01, -0.09, 0.02], [0.15, -0.10, -0.01], [0.06, 0.04, 0.02], [0.07, -0.06, -0.04], [0.00, -0.06, 0.03], [-0.10, -0.17, -0.03], [0.04, -0.01, -0.04], [0.19, -0.04, 0.02], [-0.07, 0.18, -0.13], [-0.07, 0.02, 0.09], [0.00, 0.00, 0.04], [-0.01, 0.02, 0.02], [-0.04, -0.09, -0.06], [0.05, -0.02, 0.01], [-0.01, 0.01, 0.06], [0.02, 0.12, -0.01], [-0.11, 0.14, 0.19], [-0.01, 0.02, 0.01], [-0.02, 0.02, -0.02], [0.01, 0.00, 0.00], [0.01, -0.01, 0.04]],
  "mulliken_charge": [-1.17, -0.42, -0.57, 0.23, -1.10, -0.81, 0.20, -1.15, -0.50, 0.15, -0.99, -0.84, 0.23, 0.75, -0.37, 0.60, -0.05, 0.48, 0.44, 0.52, 0.31, 0.45, 0.51, 0.45, 0.10, 0.40, 0.47, 0.50, 0.32, -1.58, 2.24, -2.23, -1.69, -0.92, -0.35, -0.12, 0.20, -0.48, -0.41, -0.57, 0.12, -1.19, 0.95, 0.39, 2.81, -2.45, -1.68, -1.59, 2.19, -1.67, -1.76, -2.23, 0.52, 0.77, -0.88, -0.18, 2.72, -2.54, -1.44, -1.49, 0.45, 0.30, 0.33, 0.44, 0.38, 0.43, 0.47, 0.38, 0.29, 0.44, 0.39, 0.55, 0.48, 0.41, 0.46, 0.38, 0.50, 0.05, 0.40, 0.00, 0.47, 0.35, 0.47, 0.36, 0.31, 0.38, 0.46, 0.40, 0.43, 0.44, 0.66, 0.45, 0.44, 0.48, 0.31, 0.53, -0.09, 0.37, 0.11, 0.43, -0.26, 0.87, -0.27, -0.28, 0.30, -0.75, -0.43, 0.40, -0.23, -0.92, 0.30, -0.53, 0.43, 0.52, 0.60, 0.39]
}